Density functional theory data (the ωB97M-V functional and the def2-TZVPD basis) for 2 unconnected molecules or ions with the total composition C9H15N2.

Structure (XYZ):
```
26
Properties=species:S:1:pos:R:3:forces:R:3:mulliken_charge:R:1
N 1.362886 1.681711 -0.339615 -2.449 2.632 4.483 -0.151
N 0.997334 -0.302820 -2.301134 0.390 0.186 0.422 -0.546
C 0.788212 -0.369965 2.255665 1.672 -0.496 -0.248 -0.482
C 0.924698 -1.869231 2.086472 0.484 2.743 -0.410 -0.748
C -2.361903 -0.033950 -0.755907 -1.816 -2.515 -1.804 -0.273
C -0.866556 1.452415 0.373450 0.773 1.697 2.363 -0.501
C -1.415184 -0.303010 -1.683227 -1.415 -1.319 -0.579 -0.679
C 0.809678 -1.037166 0.878023 -2.378 0.310 1.702 -0.019
C -2.099785 0.947106 0.182466 -1.852 1.424 3.857 -0.372
C -0.108291 0.482583 -1.793562 -1.590 -1.750 -1.256 0.421
C 0.187757 1.156717 -0.467499 -0.960 0.531 -3.361 -0.033
H 1.208388 0.015470 -3.229812 0.329 -0.565 -0.266 0.262
H -3.346433 -0.691983 -0.732948 2.193 1.757 0.005 0.317
H -0.336763 1.167940 -2.698090 0.117 0.067 2.069 0.501
H 1.839371 -2.218118 2.380394 2.163 -1.035 0.513 0.272
H 1.571352 -0.815259 0.241974 2.242 0.110 -1.496 0.363
H 1.739808 0.052718 2.600376 -0.178 -0.081 -0.455 0.206
H -0.512568 2.008784 1.310183 -1.276 -0.572 -1.332 0.294
H -0.160687 -1.145816 0.392430 0.151 0.023 0.013 -0.096
H 0.146283 -2.472355 2.269822 -2.724 -2.065 0.807 0.324
H 0.865538 -1.308999 -2.231745 0.097 0.365 -0.191 0.253
H 2.084368 1.157916 -0.693749 2.666 -0.963 -1.149 0.331
H 0.011594 0.202849 2.702255 -1.136 -0.320 -0.005 0.346
H -2.909764 1.200323 0.992872 1.588 -0.435 -1.769 0.304
H 1.342043 2.203202 0.616227 1.482 -1.131 -2.328 0.389
H -1.761376 -1.161061 -2.355321 1.429 1.402 0.416 0.316
```
Positions in Å, forces in eV/Å.

Properties
Energy above the lowest of the compared OMol25 structures with the same formula, charge and spin, kcal/mol: 78.8
Total energy, eV: -12546.4680
Net charge: +1
2S+1: 1
E_HOMO, eV: -13.3669
LUMO, eV: -5.2661

=====

Density functional theory data (the ωB97M-V functional and the def2-TZVPD basis) for 14 unconnected molecules or ions with the total composition C56H84O42.

Structure (XYZ):
```
182
Properties=species:S:1:pos:R:3:forces:R:3:mulliken_charge:R:1
O -3.670173 -14.980506 -19.819022 2.846 0.888 -0.294 -0.295
O -11.868118 -16.364435 -21.563333 0.094 -0.050 -0.199 -0.590
O -3.887295 -16.233752 -10.370009 -0.678 0.756 0.708 -0.360
O -10.296448 -16.738559 -20.059046 -1.968 -0.689 1.099 -0.373
O -10.735531 -25.118470 -13.562222 -0.502 -0.211 -0.599 -0.554
O -5.754339 -15.445074 -20.162952 -0.737 -0.210 -0.405 0.054
O -1.087494 -21.501714 -14.313876 0.170 -0.159 1.045 -0.329
O -9.353355 -24.375821 -15.182660 -1.950 1.858 0.289 -0.260
O -14.070537 -14.676442 -13.052801 3.445 -1.459 1.707 -0.585
O -7.251102 -19.177266 -15.497698 -1.450 0.272 2.317 0.416
O -9.682989 -22.934172 -22.203520 0.152 0.671 -1.671 -0.415
O -8.450779 -19.040964 -13.514483 1.751 -0.679 -1.215 -0.332
O -7.616210 -22.977585 -21.524000 0.731 -0.010 1.455 -0.380
O -5.907066 -24.235371 -12.320608 0.804 -1.224 -1.229 -0.014
O -5.713117 -15.959674 -15.350507 -1.582 -1.522 -0.068 0.401
O -11.014011 -18.295320 -8.525913 5.511 -0.873 -2.387 -0.637
O -2.165381 -19.493603 -14.112473 2.581 -2.001 -1.210 -0.615
O -2.726287 -22.484581 -19.872405 -0.066 0.856 0.158 -0.352
O -7.918465 -22.969440 -23.735549 -1.425 0.088 1.752 -0.585
O -2.594826 -14.547044 -9.560719 -0.423 -2.426 -0.884 -0.602
O -5.231949 -24.669947 -10.295654 0.628 -0.907 0.037 -0.377
O -3.362876 -27.744112 -15.356266 0.949 -1.541 0.732 -0.357
O -0.818321 -19.999954 -15.893775 0.097 -0.196 0.398 -0.263
O -9.605247 -18.479441 -10.410186 -2.567 0.643 1.484 -0.258
O -6.879139 -14.312035 -16.199318 -1.588 -0.300 -0.674 -0.469
O -9.178589 -26.442137 -14.506389 -1.157 -0.317 -0.528 -0.418
O -10.241206 -20.878562 -16.793323 0.513 -1.585 -0.870 0.559
O -5.258004 -28.302999 -16.440600 2.224 2.554 0.415 -0.618
O -8.692737 -18.464929 -8.394379 -1.482 0.315 0.751 -0.350
O -9.717822 -16.317406 -22.101974 0.870 0.450 -1.361 -0.368
O -7.936285 -16.314183 -15.700204 3.203 2.794 -0.325 -0.448
O -2.890044 -21.471334 -17.824236 -0.601 -1.635 -1.433 -0.386
O -4.044657 -23.401233 -18.365831 0.261 2.842 1.930 0.383
O -12.829873 -15.074816 -11.127714 -1.225 -0.228 -1.506 -0.355
O -12.151851 -21.799322 -16.218641 -0.607 -1.142 -0.370 -0.369
O -11.952503 -15.601834 -13.150063 -1.789 0.657 0.596 -0.366
O -4.356710 -25.903502 -12.042056 -2.823 2.631 1.724 -0.611
O -4.347622 -17.133905 -19.743973 0.327 2.170 -0.580 -0.601
O -4.424261 -26.140478 -16.346482 -1.452 -0.503 -0.884 0.018
O -6.523892 -20.158206 -13.657669 2.142 -1.561 1.179 -0.018
O -10.994905 -22.746015 -17.929136 0.213 2.481 2.806 -0.619
O -1.722528 -16.263421 -10.712911 0.972 -0.598 -0.383 -0.345
C -8.381219 -22.938699 -22.614141 0.091 -0.389 -0.962 0.515
C -5.661955 -14.068584 -20.522316 -0.703 0.803 0.408 0.204
C -3.189200 -22.340719 -18.621311 -0.397 -0.355 0.792 0.106
C -10.757811 -20.035155 -15.795080 -1.399 1.353 0.116 0.711
C -8.417640 -22.886286 -20.308192 0.743 1.735 0.671 0.671
C -9.852368 -18.436028 -9.033337 -4.939 1.136 0.329 0.416
C -5.496342 -20.405699 -14.652365 0.511 0.742 0.305 1.956
C -4.512839 -15.942660 -19.949205 -2.275 -3.796 1.160 0.502
C -3.275049 -25.532375 -15.815025 -0.375 3.009 -0.416 0.568
C -7.225775 -23.864569 -16.230238 -0.480 -1.548 -0.750 1.401
C -2.722383 -15.620642 -10.131444 0.001 3.475 0.980 0.512
C -5.131621 -25.043172 -11.570605 2.670 -1.636 -1.768 0.342
C -1.364919 -20.251771 -14.693148 -2.496 1.501 -0.295 0.567
C -7.470455 -19.437452 -14.125137 -3.066 2.195 -2.071 -0.239
C -3.561729 -15.501283 -16.237852 0.633 1.024 0.785 -1.365
C -4.291343 -13.734577 -19.968940 -0.979 1.319 0.035 -0.445
C -6.630581 -19.508776 -8.915581 0.500 0.923 -0.785 -0.963
C -6.929536 -15.586836 -15.757496 -3.051 -2.316 0.330 0.188
C 1.405054 -20.716504 -16.601419 -1.416 -0.246 -0.685 -1.686
C -5.420236 -24.939604 -19.605602 0.763 0.671 -0.367 -0.995
C -3.627218 -24.162776 -15.144536 0.028 -0.836 0.457 -0.427
C -2.658873 -26.590652 -14.964503 0.738 0.724 0.252 -0.457
C -0.279088 -22.188547 -15.263406 -0.412 0.346 -1.375 0.248
C -4.736479 -17.633783 -12.183019 1.874 0.419 0.893 -0.600
C -6.117788 -19.861636 -15.913001 0.860 -1.232 -1.700 2.424
C -5.563080 -13.841983 -16.263629 0.720 0.005 0.898 0.713
C -7.659374 -18.392521 -9.327859 3.496 -1.796 1.584 0.699
C -9.673688 -15.648039 -12.588998 0.003 -0.564 0.900 -1.173
C -6.209477 -23.645237 -10.165140 0.031 0.428 0.331 -0.286
C -2.233056 -17.354556 -11.449479 -0.251 -1.427 -0.839 -0.083
C -7.800054 -22.825076 -12.112089 0.759 0.348 1.062 -0.430
C -10.683223 -18.614223 -16.301426 1.183 0.244 0.861 -1.046
C -8.258950 -18.725192 -10.639640 0.247 -0.502 -0.549 1.676
C -6.833648 -13.232888 -19.927419 0.266 -1.336 0.009 -1.100
C -11.106862 -21.889018 -17.029176 0.322 -2.033 -2.708 0.226
C -9.776781 -22.575390 -20.826775 -1.417 -1.343 -0.118 -0.223
C -10.712718 -16.455970 -21.271011 -3.109 -0.107 -0.337 0.508
C -9.925686 -25.335474 -14.406045 1.567 1.065 1.218 0.419
C -8.971115 -16.420259 -19.909107 1.733 -1.454 1.210 0.620
C -3.667982 -17.461207 -11.014582 -1.646 -0.686 -1.144 0.472
C -8.141665 -26.164817 -15.408340 2.109 -1.279 -1.268 -0.047
C -7.894768 -21.717681 -19.447379 1.000 -0.437 -0.059 0.319
C -13.039729 -15.103167 -12.517790 -2.553 1.451 -0.260 0.479
C -3.999972 -24.351966 -19.369984 -0.633 -1.902 -0.131 0.489
C -5.212844 -19.012189 -16.785826 0.276 0.257 0.486 -0.989
C -4.803952 -14.938748 -15.539606 2.153 0.066 0.035 0.271
C -12.211451 -20.511635 -15.680253 0.208 0.986 1.104 -0.452
C -3.314650 -23.623665 -20.488509 0.376 -1.042 -1.100 -0.683
C -11.067524 -16.108562 -12.165546 1.231 -0.565 -0.372 0.787
C -11.584186 -15.646406 -10.794556 0.913 0.506 -0.938 -0.073
C -4.407832 -27.475345 -16.109704 -2.496 -1.414 -0.258 0.490
C -8.418251 -24.859162 -16.125804 0.155 0.454 1.498 0.292
C -6.352706 -23.117904 -11.590452 -1.941 -0.119 -0.282 0.813
C -8.519806 -16.402572 -21.382403 1.676 0.344 0.301 -0.014
C -8.372274 -17.556292 -18.994854 0.040 1.611 -0.468 0.197
C -0.071465 -21.173380 -16.393650 1.117 1.942 0.854 0.592
H -2.206187 -17.247742 -12.533893 0.517 0.580 0.006 0.103
H -3.997732 -23.445349 -21.318996 -0.008 0.921 0.123 0.325
H -4.473087 -16.956936 -12.995791 0.028 0.322 0.095 -0.078
H -6.131526 -24.116793 -19.533955 -0.031 -0.066 0.333 -0.140
H -10.156311 -21.569392 -20.647816 0.340 0.175 -0.404 0.183
H 1.333420 -19.941174 -17.364198 0.353 -0.034 -0.105 0.412
H -8.438114 -23.824701 -19.754054 0.439 -0.105 -0.233 0.168
H -8.107733 -21.868742 -11.689182 -0.157 0.112 -0.205 -0.352
H 1.940994 -21.574327 -17.007628 0.278 0.118 0.030 0.420
H -5.660191 -14.003239 -21.610357 -0.078 0.000 -0.101 0.373
H -6.599890 -23.838275 -15.338227 -0.533 0.266 0.340 -0.506
H -4.608083 -18.617359 -12.634905 -0.509 -0.165 0.396 -0.001
H 1.920498 -20.279521 -15.746169 -0.309 -0.337 0.246 0.374
H -8.466167 -18.515159 -19.504624 0.172 0.050 0.032 0.011
H -5.631601 -25.744876 -18.902063 -0.061 0.201 0.015 0.213
H -8.893919 -17.581872 -18.038130 -0.195 0.036 -0.250 -0.592
H -1.610105 -26.631355 -15.258669 0.052 -0.623 0.317 0.348
H -11.275251 -17.971630 -15.649739 -0.353 0.110 -0.348 0.425
H -3.742562 -18.249512 -10.265503 -0.401 -0.125 0.008 0.155
H -6.551706 -24.308289 -16.962928 0.084 0.146 -0.332 -0.411
H -7.104087 -24.113145 -9.754231 -0.139 0.322 0.007 0.328
H -7.890776 -15.555389 -21.655736 -0.093 0.067 0.156 0.059
H -8.184841 -19.795024 -10.834761 0.379 0.020 -0.366 -1.007
H -4.582347 -14.599920 -14.527585 0.582 0.194 -0.038 0.261
H -0.525309 -21.408031 -17.356481 0.002 -0.235 0.258 0.002
H -5.729895 -17.353416 -11.832854 -0.008 -0.507 -0.021 0.205
H -9.658467 -14.582975 -12.820348 -0.202 -0.030 -0.058 0.475
H -10.889130 -18.532781 -17.368696 -0.547 -0.033 0.191 0.583
H -5.497648 -12.946927 -15.645012 -0.016 0.309 -0.561 0.438
H -2.497463 -24.217686 -20.897713 -0.007 0.037 -0.011 0.333
H -11.603348 -16.497981 -10.114431 -0.618 0.182 0.087 0.139
H -7.799970 -20.791703 -20.014551 -0.377 -0.078 -0.290 0.344
H -3.804454 -23.309006 -15.798574 0.241 -0.386 -0.490 -0.218
H -5.237850 -21.464512 -14.667112 -0.210 0.097 0.051 -0.880
H -1.754259 -18.306098 -11.218369 0.562 0.354 0.107 0.324
H -5.658940 -22.291247 -11.743510 -0.083 0.165 -0.231 -0.116
H -9.272313 -16.229479 -13.419015 -0.138 0.080 -0.052 -0.077
H -9.663079 -18.259779 -16.153908 0.114 0.065 -0.062 -0.518
H -2.968778 -16.085689 -15.534322 -0.307 -0.512 -0.086 0.249
H -4.881879 -18.130977 -16.236266 -0.085 0.060 0.072 -0.094
H -0.880257 -22.994292 -15.684702 0.235 -0.395 0.487 -0.155
H -9.027978 -15.793187 -11.722925 0.320 -0.043 0.018 0.297
H -10.502811 -23.265123 -20.396382 -0.092 0.238 0.058 0.301
H -7.345928 -17.300681 -18.731453 0.206 -0.291 -0.313 -0.056
H -6.678667 -12.153963 -19.929802 0.073 -0.120 -0.397 0.368
H -5.722147 -19.256931 -9.462767 0.125 -0.388 -0.469 -0.001
H -12.535594 -20.519766 -14.639602 0.019 -0.384 -0.027 0.384
H -2.742945 -26.372424 -13.899891 -0.250 -0.401 0.047 0.241
H -6.996883 -20.490146 -9.216952 -0.014 0.045 -0.021 0.264
H -12.933855 -19.889642 -16.208810 0.136 -0.040 -0.408 0.266
H -5.197871 -13.694821 -17.280028 -0.377 0.075 0.031 -0.821
H -7.026713 -13.530664 -18.896811 0.365 -0.034 0.220 0.181
H -3.338633 -25.120381 -18.969641 -0.003 -0.444 -0.250 0.202
H -7.550681 -22.894930 -16.607542 -0.009 0.021 0.268 -0.654
H -7.887910 -18.146031 -11.485211 -0.177 -0.131 0.165 -0.439
H -10.968733 -14.856210 -10.364555 0.135 0.028 0.066 0.235
H -8.064601 -26.933762 -16.177028 0.165 -0.464 0.484 0.367
H -3.697638 -16.031144 -17.180658 -0.411 -0.040 0.162 0.158
H -10.255057 -20.162706 -14.836400 0.318 -0.099 -0.201 -0.118
H -8.454964 -21.506160 -18.536589 -0.403 -0.294 -0.201 -0.381
H -5.758334 -22.905549 -9.503766 -0.440 -0.026 0.164 0.227
H -8.523544 -23.567129 -11.774410 0.225 -0.206 0.129 0.611
H -2.623158 -25.279016 -16.651057 0.138 -0.170 -0.249 0.134
H -6.244672 -19.584520 -7.899006 -0.759 0.499 0.292 0.421
H -4.517299 -24.242188 -14.520395 0.032 -0.352 0.130 -0.341
H -6.389606 -20.739970 -16.498445 -0.577 -0.005 -0.334 -1.509
H 0.690354 -22.494395 -14.870048 -0.354 -0.171 0.376 0.370
H -7.966585 -17.289149 -21.692320 -0.106 -0.233 0.217 0.283
H -8.991383 -15.461767 -19.390459 0.778 0.240 -0.115 0.244
H -11.199441 -17.190449 -12.180161 0.491 -0.120 -0.214 0.205
H -4.310121 -19.565762 -17.044181 -0.067 -0.161 -0.114 0.069
H -5.696823 -18.675164 -17.702495 -0.088 -0.168 0.053 0.242
H -7.240443 -26.123252 -14.796650 0.301 0.008 -0.294 -0.019
H -4.608196 -19.806566 -14.451569 0.077 -0.161 0.612 -0.655
H -3.803239 -13.045002 -20.657674 0.594 -0.300 0.296 0.348
H -7.885401 -22.789210 -13.198146 0.396 0.125 0.043 -0.236
H -4.400561 -13.298271 -18.976067 0.289 0.241 -0.097 0.142
H -6.870803 -21.915938 -19.130688 0.173 -0.208 0.124 -0.450
H -5.564822 -25.297685 -20.624901 0.351 -0.238 -0.029 0.481
H -7.154945 -17.426792 -9.296200 -0.286 0.219 0.143 0.292
H -2.882923 -14.667296 -16.416113 -0.022 0.272 -0.323 0.507
H -2.811061 -23.901335 -14.471023 0.119 0.065 0.059 0.587
H -7.754619 -13.533755 -20.426811 0.016 0.473 -0.307 0.333
H -8.963680 -25.013753 -17.056770 0.304 0.166 -0.275 0.235
```
Positions in Å, forces in eV/Å.

Properties
Energy above the lowest of the compared OMol25 structures with the same formula, charge and spin, kcal/mol: 115.8
Total energy, eV: -145430.4030
Net charge: 0
2S+1: 1
E_HOMO, eV: -10.5585
LUMO, eV: -0.3360